w:
# C5H6N2

A structure of composition C5H6N2 (the ωB97M-V functional and the def2-TZVPD basis, the Open Molecules 2025 dataset).

The net charge is 0. The value obtained for the HOMO energy is -8.7128 eV. For the frontier orbital gap, the calculation gives 9.71 eV. The LUMO energy is 1.0 eV.

Each line ends with the Löwdin charge.
Geometry (Å):
C 1.23 -0.13 0.54  -0.164
C 1.20 -0.89 -0.80  -0.074
C -0.12 -0.20 -0.94  -0.226
N -1.37 -0.48 -0.96  0.105
C -1.96 0.36 -0.04  -0.142
C -1.07 1.09 0.69  -0.129
N 0.19 0.86 0.23  -0.005
H 2.17 0.36 0.76  0.103
H 0.94 -0.78 1.35  0.121
H 1.95 -0.54 -1.51  0.106
H 1.23 -1.98 -0.71  0.113
H -3.03 0.42 0.03  0.089
H -1.35 1.91 1.35  0.104

***

x:
# C5H6N2

An isolated molecule of C5H6N2 (the ωB97M-V functional and the def2-TZVPD basis, the Open Molecules 2025 dataset).

The net charge is 0. The value obtained for the HOMO energy is -9.9098 eV. As for the SMILES: N#C[C@H]1[C@H]2CCN21. For the frontier orbital gap, the calculation gives 10.85 eV. The LUMO energy is 0.9 eV.

Each line ends with the Löwdin charge.
Geometry (Å):
N -0.70 0.17 2.74  0.171
C -0.66 0.52 1.64  -0.202
C -0.47 1.15 0.35  -0.246
C 0.63 0.74 -0.54  -0.207
C 0.98 -0.73 -0.40  -0.100
C -0.54 -0.98 -0.55  -0.149
N -0.78 0.47 -0.91  0.029
H -0.73 2.21 0.41  0.145
H 1.22 1.51 -1.04  0.136
H 1.60 -1.06 -1.24  0.109
H 1.43 -1.06 0.54  0.107
H -0.90 -1.69 -1.29  0.112
H -1.03 -1.18 0.41  0.094

***

y:
# C5H6N2

A structure of composition C5H6N2 (the ωB97M-V functional and the def2-TZVPD basis, the Open Molecules 2025 dataset).

The net charge is 0. The value obtained for the HOMO energy is -7.9627 eV. For the frontier orbital gap, the calculation gives 8.61 eV. The LUMO energy is 0.7 eV.

Each line ends with the Löwdin charge.
Geometry (Å):
C -0.96 -0.01 -0.90  -0.136
C 0.00 1.06 -0.85  -0.154
C -0.28 -1.16 -0.57  -0.161
C 1.16 0.59 -0.35  -0.149
C 0.98 -0.81 0.00  -0.169
N -0.77 0.31 1.49  0.063
N 0.15 -0.39 1.67  0.109
H -1.81 0.28 -1.56  0.114
H -0.42 2.11 -0.91  0.120
H -0.70 -2.11 -0.45  0.079
H 2.15 1.08 -0.16  0.114
H 1.70 -1.51 0.30  0.098
H -1.21 0.55 2.30  0.073

***

z:
# C5H6N2

An isolated molecule of C5H6N2 (the ωB97M-V functional and the def2-TZVPD basis, the Open Molecules 2025 dataset).

The net charge is 0. The value obtained for the HOMO energy (spin up / spin down) is -8.8786 / -8.8791 eV. As for the SMILES: [H]/N=C\N=C(\C)C#C. For the frontier orbital gap (spin up / spin down), the calculation gives 8.84 / 8.84 eV. The LUMO energy (spin up / spin down) is 0.0 / 0.0 eV.

Each line ends with the Löwdin charge.
Geometry (Å):
H -2.69 -1.84 -0.06  0.074
N -1.70 -1.91 0.13  0.125
C -0.62 -1.61 -0.42  -0.277
N -0.36 -0.29 -1.44  0.114
C 0.21 0.44 -0.62  -0.401
C 0.95 1.73 -0.70  -0.045
C 0.28 -0.28 0.86  -0.128
C 0.23 -0.08 2.06  0.132
H 0.14 -2.31 -0.74  0.122
H 0.55 2.44 0.02  0.083
H 2.01 1.57 -0.49  0.088
H 0.84 2.12 -1.72  0.080
H 0.17 0.02 3.12  0.033

***

Stability summary - winner: w; margin: 0.0079 hartree.

***

w:
# C5H6N2

An isolated molecule of C5H6N2 (the ωB97M-V functional and the def2-TZVPD basis, the Open Molecules 2025 dataset).

The net charge is 0. The value obtained for the HOMO energy is -9.4879 eV. As for the SMILES: C=CC1=NN=CC1. For the frontier orbital gap, the calculation gives 9.86 eV. The LUMO energy is 0.4 eV.

Each line ends with the Löwdin charge.
Geometry (Å):
C 1.87 0.25 1.69  0.023
C 1.23 -0.29 0.62  -0.105
C -0.12 0.07 0.07  -0.363
N -0.70 1.11 0.47  0.096
N -1.90 1.28 -0.32  0.042
C -1.97 0.33 -1.16  -0.141
C -0.81 -0.63 -0.99  -0.112
H 2.90 -0.08 1.86  0.058
H 1.51 1.13 2.25  0.066
H 1.78 -1.04 0.11  0.080
H -2.67 0.22 -1.99  0.105
H -1.03 -1.65 -0.79  0.117
H -0.08 -0.70 -1.81  0.135

***

x:
# C5H6N2

An isolated molecule of C5H6N2 (the ωB97M-V functional and the def2-TZVPD basis, the Open Molecules 2025 dataset).

The net charge is 0. The value obtained for the HOMO energy is -9.1498 eV. As for the SMILES: [H]/N=C(N)/C=C\C#C. For the frontier orbital gap, the calculation gives 8.92 eV. The LUMO energy is -0.2 eV.

Each line ends with the Löwdin charge.
Geometry (Å):
H -2.93 -0.94 0.35  0.097
N -2.43 0.05 0.26  0.071
C -1.23 -0.03 -0.11  -0.555
N -0.77 -1.34 -0.30  0.043
C -0.39 1.24 -0.21  -0.002
C 1.00 1.37 0.12  -0.061
C 1.94 0.16 0.03  -0.116
C 2.52 -0.93 0.11  0.090
H 0.23 -1.40 -0.20  -0.006
H -1.22 -2.13 0.55  0.212
H -1.14 2.12 -0.21  0.125
H 1.45 2.32 0.02  0.066
H 3.06 -1.87 0.08  0.036

***

y:
# C5H6N2

A structure of composition C5H6N2 (the ωB97M-V functional and the def2-TZVPD basis, the Open Molecules 2025 dataset).

The net charge is 0. The value obtained for the HOMO energy is -8.6475 eV. For the frontier orbital gap, the calculation gives 9.34 eV. The LUMO energy is 0.7 eV.

Each line ends with the Löwdin charge.
Geometry (Å):
C -1.84 1.01 1.56  -0.344
C -0.06 -0.58 0.94  0.013
C 0.52 -0.39 -0.23  -0.214
C -0.33 0.89 -0.42  -0.052
C 1.40 -1.14 -1.16  -0.015
N -2.80 1.36 2.09  0.138
N -0.80 0.65 0.94  -0.084
H 0.11 -1.20 1.74  0.105
H 0.07 1.89 -0.41  0.121
H -1.16 1.04 -1.06  0.116
H 1.80 -1.90 -0.64  0.032
H 2.15 -0.25 -1.31  0.138
H 0.95 -1.37 -2.04  0.045

***

Stability summary - winner: w; margin: 0.0421 hartree.

***

w:
# C5H6N2

An isolated molecule of C5H6N2 (the ωB97M-V functional and the def2-TZVPD basis, the Open Molecules 2025 dataset).

The net charge is 0. The value obtained for the HOMO energy is -8.6501 eV. As for the SMILES: c1n[nH]c2c1CC2. For the frontier orbital gap, the calculation gives 9.65 eV. The LUMO energy is 1.0 eV.

Each line ends with the Löwdin charge.
Geometry (Å):
C 1.51 -0.33 -1.14  -0.153
N 0.76 -0.12 -2.19  0.051
N -0.49 0.02 -1.63  0.005
C -0.57 -0.18 -0.42  -0.318
C 0.73 -0.35 0.00  -0.124
C 0.22 -0.02 1.51  -0.124
C -1.15 0.15 0.93  -0.129
H 2.63 -0.46 -1.23  0.121
H -1.21 0.36 -2.31  0.188
H 0.31 -0.82 2.25  0.086
H 0.64 0.97 2.03  0.138
H -2.04 -0.48 1.27  0.130
H -1.35 1.27 0.93  0.130

***

x:
# C5H6N2

An isolated molecule of C5H6N2 (the ωB97M-V functional and the def2-TZVPD basis, the Open Molecules 2025 dataset).

The net charge is 0. The value obtained for the HOMO energy is -8.6699 eV. For the frontier orbital gap, the calculation gives 7.51 eV. The LUMO energy is -1.2 eV.

Each line ends with the Löwdin charge.
Geometry (Å):
C 0.13 0.20 -1.40  -0.118
C -0.05 -0.03 -0.08  -0.273
C -1.00 -1.14 0.06  -0.414
C -1.47 -1.65 -1.29  0.158
C 0.57 0.66 1.08  -0.060
N -0.61 -0.66 -2.19  -0.008
N -1.36 -1.60 1.18  0.202
H 0.77 0.92 -1.87  0.121
H 1.17 1.50 0.75  0.075
H -0.20 1.00 1.77  0.077
H 1.21 -0.04 1.63  0.080
H -0.64 -0.68 -3.19  0.101
H -2.01 -2.38 1.12  0.059

***

Stability summary - winner: w; margin: 0.0129 hartree.

***

w:
# C5H6N2

An isolated molecule of C5H6N2 (the ωB97M-V functional and the def2-TZVPD basis, the Open Molecules 2025 dataset).

The net charge is 0. The value obtained for the HOMO energy is -8.8209 eV. As for the SMILES: C1=C[C@@H]2CN2N=C1. For the frontier orbital gap, the calculation gives 9.21 eV. The LUMO energy is 0.4 eV.

Each line ends with the Löwdin charge.
Geometry (Å):
C -0.82 -0.08 1.37  -0.098
C -1.41 -0.03 0.14  -0.075
C -0.38 0.21 -0.97  -0.272
C 0.91 -0.43 -1.36  -0.123
N 0.95 0.90 -0.67  -0.052
N 1.44 0.72 0.67  0.024
C 0.71 0.12 1.56  -0.146
H -1.70 -0.06 2.21  0.134
H -2.52 -0.12 -0.40  0.163
H -0.76 0.71 -1.86  0.114
H 1.23 -1.56 -1.00  0.174
H 1.24 -0.32 -2.31  0.042
H 1.12 -0.05 2.61  0.115

***

x:
# C5H6N2

An isolated molecule of C5H6N2 (the ωB97M-V functional and the def2-TZVPD basis, the Open Molecules 2025 dataset).

The net charge is 0. The value obtained for the HOMO energy is -8.0058 eV. As for the SMILES: C1=C[C@@H]2CN2N=C1. For the frontier orbital gap, the calculation gives 8.25 eV. The LUMO energy is 0.2 eV.

Each line ends with the Löwdin charge.
Geometry (Å):
C 1.44 0.60 -0.01  -0.043
C 0.25 1.27 -0.01  -0.072
C -1.00 0.60 -0.46  -0.148
C -1.58 -0.54 0.43  -0.158
N -0.69 -0.97 -0.59  -0.128
N 0.45 -1.65 -0.20  0.015
C 1.54 -0.94 -0.07  -0.117
H 2.32 1.17 0.13  0.069
H 0.20 2.30 0.04  0.073
H -1.67 0.94 -1.30  0.141
H -1.01 -0.66 1.35  0.095
H -2.79 -0.62 0.60  0.151
H 2.53 -1.50 0.10  0.123

***

y:
# C5H6N2

An isolated molecule of C5H6N2 (the ωB97M-V functional and the def2-TZVPD basis, the Open Molecules 2025 dataset).

The net charge is 0. The value obtained for the HOMO energy (spin up / spin down) is -8.6019 / -8.2102 eV. For the frontier orbital gap (spin up / spin down), the calculation gives 7.95 / 7.78 eV. The LUMO energy (spin up / spin down) is -0.6 / -0.4 eV.

Each line ends with the Löwdin charge.
Geometry (Å):
N -1.10 3.03 0.66  0.141
C -0.50 2.04 0.80  -0.225
C 0.21 0.82 0.96  -0.157
C -0.55 -1.54 0.39  0.070
C 0.45 -1.02 -0.47  -0.288
C 0.31 0.27 -1.29  -0.076
N 0.98 0.33 -0.05  -0.055
H 0.43 0.48 1.97  0.117
H -1.03 -2.47 0.11  0.060
H -0.61 -1.27 1.43  0.041
H 1.13 -1.71 -0.97  0.137
H -0.67 0.74 -1.38  0.119
H 0.95 0.31 -2.17  0.115

***

z:
# C5H6N2

An isolated molecule of C5H6N2 (the ωB97M-V functional and the def2-TZVPD basis, the Open Molecules 2025 dataset).

The net charge is 0. The value obtained for the HOMO energy is -9.7821 eV. As for the SMILES: N#C[C@H]1C[C@H]2CN21. For the frontier orbital gap, the calculation gives 10.73 eV. The LUMO energy is 0.9 eV.

Each line ends with the Löwdin charge.
Geometry (Å):
N 1.90 -1.48 1.01  0.154
C 1.61 -0.37 0.86  -0.184
C 0.69 0.70 0.51  -0.297
C 0.34 0.69 -1.00  -0.089
C -1.05 0.24 -0.57  -0.229
C -1.00 -0.98 0.33  -0.120
N -0.73 0.36 0.91  -0.001
H 1.01 1.64 0.93  0.134
H 0.90 0.02 -1.65  0.115
H 0.36 1.71 -1.40  0.108
H -1.96 0.69 -0.98  0.132
H -0.07 -1.92 0.40  0.179
H -2.01 -1.31 0.65  0.098

***

Stability summary - winner: z; margin: 0.0350 hartree.

***

w:
# C2H2ClN3O

A cluster of 2 separate species, C2H2ClN3O in total (the ωB97M-V functional and the def2-TZVPD basis, the Open Molecules 2025 dataset).

The net charge is 0. The value obtained for the HOMO energy (spin up / spin down) is -10.3541 / -10.1735 eV. For the frontier orbital gap (spin up / spin down), the calculation gives 9.20 / 8.52 eV. The LUMO energy (spin up / spin down) is -1.2 / -1.7 eV.

Each line ends with the Löwdin charge.
Geometry (Å):
C 1.01 0.97 0.78  -0.082
C 0.16 -0.09 0.15  -0.053
N 0.84 0.68 2.06  0.021
N -0.30 -0.93 1.02  0.045
N -0.62 -0.56 -2.30  -0.523
O 0.17 -0.46 2.22  -0.100
Cl -1.57 -1.86 -2.40  0.557
H 1.49 1.93 0.48  0.121
H -1.17 0.32 -2.02  0.014

***

x:
# C2H2ClN3O

An isolated molecule of C2H2ClN3O (the ωB97M-V functional and the def2-TZVPD basis, the Open Molecules 2025 dataset).

The net charge is 0. The value obtained for the HOMO energy is -10.7433 eV. As for the SMILES: N#CN(Cl)C(N)=O. For the frontier orbital gap, the calculation gives 10.35 eV. The LUMO energy is -0.4 eV.

Each line ends with the Löwdin charge.
Geometry (Å):
N -0.43 1.89 -1.52  0.181
C -0.70 0.83 -1.19  -0.410
N -0.69 -0.39 -0.67  -0.359
Cl -2.31 -1.06 -0.72  0.743
C 0.03 -0.63 0.53  -0.599
N 1.13 0.18 0.82  0.171
O -0.32 -1.57 1.20  0.051
H 1.50 0.93 0.13  0.146
H 1.81 -0.17 1.42  0.075

***

Stability summary - winner: x; margin: 0.2367 hartree.

***

w:
# C4H2N2O

An isolated molecule of C4H2N2O (the ωB97M-V functional and the def2-TZVPD basis, the Open Molecules 2025 dataset).

The net charge is 0. The value obtained for the HOMO energy is -10.4388 eV. As for the SMILES: N#Cc1ncco1. For the frontier orbital gap, the calculation gives 10.91 eV. The LUMO energy is 0.5 eV.

Each line ends with the Löwdin charge.
Geometry (Å):
N 3.33 0.03 0.04  0.185
C 2.21 -0.05 0.00  -0.109
C 0.77 -0.13 -0.02  -0.427
N 0.08 -1.18 -0.03  0.162
C -1.28 -0.65 0.07  -0.061
C -1.20 0.69 0.04  -0.068
O 0.14 1.06 -0.02  0.061
H -2.12 -1.32 -0.07  0.109
H -1.93 1.55 -0.01  0.149

***

x:
# C4H2N2O

An isolated molecule of C4H2N2O (the ωB97M-V functional and the def2-TZVPD basis, the Open Molecules 2025 dataset).

The net charge is 0. The value obtained for the HOMO energy (spin up / spin down) is -9.4458 / -9.3991 eV. For the frontier orbital gap (spin up / spin down), the calculation gives 7.96 / 7.88 eV. The LUMO energy (spin up / spin down) is -1.5 / -1.5 eV.

Each line ends with the Löwdin charge.
Geometry (Å):
C 0.46 2.22 1.26  -0.223
C 2.46 -0.76 0.20  -0.226
C -0.34 1.31 0.62  -0.031
C 1.15 -0.93 -0.18  -0.023
N 1.15 2.98 1.80  0.179
N 3.55 -0.61 0.53  0.180
O 0.14 0.07 0.09  -0.080
H -1.38 1.42 0.39  0.111
H 0.72 -1.75 -0.73  0.112

***

Stability summary - winner: w; margin: 0.1350 hartree.

***

w:
# CH5FN2

A cluster of 2 separate species, CH5FN2 in total (the ωB97M-V functional and the def2-TZVPD basis, the Open Molecules 2025 dataset).

The net charge is 0. The value obtained for the HOMO energy is -10.2444 eV. As for the SMILES: [H]/N=N/C.F. For the frontier orbital gap, the calculation gives 10.18 eV. The LUMO energy is -0.1 eV.

Each line ends with the Löwdin charge.
Geometry (Å):
H 0.72 1.96 -0.03  0.120
N 0.51 0.92 -0.03  0.046
N -0.71 0.77 -0.19  -0.110
C -1.13 -0.53 -0.13  -0.144
H -1.48 -0.75 0.96  0.136
H -1.98 -0.82 -0.68  0.059
H -0.16 -1.10 -0.39  0.111
F 2.48 -0.54 0.21  -0.182
H 1.75 0.10 0.29  -0.036

***

x:
# CH5FN2

An isolated molecule of CH5FN2 (the ωB97M-V functional and the def2-TZVPD basis, the Open Molecules 2025 dataset).

The net charge is 0. The value obtained for the HOMO energy is -9.9323 eV. As for the SMILES: CNNF. For the frontier orbital gap, the calculation gives 10.94 eV. The LUMO energy is 1.0 eV.

Each line ends with the Löwdin charge.
Geometry (Å):
C 0.99 -0.36 0.02  -0.099
N -0.05 0.63 0.30  -0.159
N -1.24 0.70 -0.22  -0.028
F -2.06 -0.57 -0.08  -0.199
H 0.52 -1.35 -0.21  0.076
H 1.60 -0.04 -0.87  0.081
H 1.65 -0.57 0.97  0.115
H -0.12 0.87 1.28  0.118
H -1.30 0.69 -1.20  0.095

***

Stability summary - winner: w; margin: 0.0428 hartree.

***

w:
# CH7N3O

A cluster of 2 separate species, CH7N3O in total (the ωB97M-V functional and the def2-TZVPD basis, the Open Molecules 2025 dataset).

The net charge is 0. The value obtained for the HOMO energy (spin up / spin down) is -6.8653 / -9.0022 eV. For the frontier orbital gap (spin up / spin down), the calculation gives 6.41 / 10.02 eV. The LUMO energy (spin up / spin down) is -0.5 / 1.0 eV.

Each line ends with the Löwdin charge.
Geometry (Å):
C 1.88 0.74 0.04  -0.090
N 1.07 -0.39 -0.35  -0.238
N 0.72 -1.23 0.55  0.052
H 0.02 -1.85 0.14  0.054
H 2.21 1.27 -0.85  0.076
H 2.75 0.38 0.60  0.076
H 1.29 1.42 0.67  0.080
N -2.64 -0.23 0.21  -0.039
O -1.30 -0.14 -0.05  -0.268
H 0.15 -0.12 -0.93  0.135
H -2.99 0.64 0.60  0.080
H -3.17 -0.49 -0.62  0.081

***

x:
# CH7N3O

A cluster of 2 separate species, CH7N3O in total (the ωB97M-V functional and the def2-TZVPD basis, the Open Molecules 2025 dataset).

The net charge is 0. The value obtained for the HOMO energy is -9.6531 eV. As for the SMILES: N=C(N)N.O. For the frontier orbital gap, the calculation gives 10.37 eV. The LUMO energy is 0.7 eV.

Each line ends with the Löwdin charge.
Geometry (Å):
N -0.54 1.45 -1.57  0.112
C -0.09 0.68 -0.69  -0.627
N -0.01 0.99 0.68  0.100
N 0.48 -0.53 -1.03  0.101
H -1.12 2.22 -1.31  0.036
H -0.48 0.38 1.33  0.061
H 0.18 1.91 1.00  0.085
H 1.29 -0.78 -0.48  0.086
H 0.70 -0.55 -2.01  0.091
O 0.07 -2.10 1.96  -0.055
H 0.24 -1.16 1.91  -0.019
H -0.14 -2.31 1.04  0.029

***

Stability summary - winner: x; margin: 0.1922 hartree.